<1>
{
  "formula": "C4H5NO2",
  "method": "wB97M-V/def2-TZVPD",
  "gap_ev": 8.732,
  "elements": ["O", "C", "C", "C", "N", "C", "O", "H", "H", "H", "H", "H"],
  "xyz": [[-2.06068, 0.33855, 0.87611], [-1.65854, -0.47898, 0.07535], [-0.82292, -0.34495, -1.13294], [0.64715, 1.22506, 0.31020], [1.41827, 0.03395, 0.54917], [1.21276, -0.99851, -0.12606], [0.30713, -1.01600, -1.20366], [-2.11375, -1.49902, 0.00492], [-0.01499, 1.17056, -0.59716], [1.31732, 2.07102, 0.15238], [-0.02360, 1.41370, 1.15007], [1.79183, -1.91536, -0.05838]]
}

<2>
{
  "formula": "C4H5NO2",
  "method": "wB97M-V/def2-TZVPD",
  "gap_ev": 9.110,
  "elements": ["O", "C", "C", "C", "N", "C", "O", "H", "H", "H", "H", "H"],
  "xyz": [[1.39844, 0.16358, -0.61521], [1.63971, -1.12742, -0.48820], [0.72440, 0.60842, 0.55077], [-0.50041, 1.36929, 0.22008], [-0.56602, 0.02197, 0.72998], [-1.17770, -1.03714, 0.05111], [-2.13706, -0.89343, -0.66773], [1.57675, -1.44940, -1.54336], [1.36082, 0.73928, 1.42117], [-0.70511, 1.48945, -0.84409], [-0.84767, 2.14811, 0.88939], [-0.76614, -2.03272, 0.29610]]
}

<1> has the most favorable energy; the next structure is 37.3 kJ/mol above.

<1>
{
  "formula": "C4H5NO2",
  "method": "wB97M-V/def2-TZVPD",
  "gap_ev": [7.675, 7.907],
  "elements": ["C", "C", "C", "C", "N", "O", "O", "H", "H", "H", "H", "H"],
  "xyz": [[0.29360, -1.42575, 0.09926], [2.84255, -0.25670, 0.04287], [-0.07423, -0.04162, -0.23618], [0.79308, 1.12464, 0.33506], [0.02358, -2.62233, 0.00555], [3.89235, -0.72712, -0.07953], [2.26472, 0.90236, -0.06538], [0.03900, -0.10876, -1.36046], [-1.13563, 0.17970, 0.08201], [0.71572, 2.23884, -0.10697], [0.53236, 1.17009, 1.44869], [-0.91874, -2.87556, -0.19192]]
}

<2>
{
  "formula": "C4H5NO2",
  "method": "wB97M-V/def2-TZVPD",
  "gap_ev": 7.316,
  "elements": ["N", "C", "C", "C", "O", "C", "O", "H", "H", "H", "H", "H"],
  "xyz": [[-2.00547, -0.50753, -0.18380], [-0.74902, -0.07787, -0.03952], [0.54030, -0.79801, -0.19110], [1.57505, 0.32732, 0.07557], [2.73033, -0.02440, 0.33257], [0.84927, 1.50383, 0.13245], [-0.56871, 1.18060, 0.09767], [-2.75761, 0.16259, -0.07769], [-2.23215, -1.48583, -0.11302], [0.57636, -1.30965, -1.15861], [1.00722, -1.44166, 0.56614], [1.03444, 2.47061, 0.55934]]
}

<3>
{
  "formula": "C4H5NO2",
  "method": "wB97M-V/def2-TZVPD",
  "gap_ev": 9.792,
  "smiles": "O=CC(=O)N1CC1",
  "elements": ["O", "C", "C", "O", "N", "C", "C", "H", "H", "H", "H", "H"],
  "xyz": [[0.08933, -2.41087, -0.59180], [-0.16967, -1.54712, -1.38944], [-0.36748, -0.06234, -1.04835], [-0.35267, 0.74273, -1.95375], [-0.60085, 0.20114, 0.28542], [-0.13007, 1.39824, 0.94618], [0.48157, 0.06470, 1.23852], [-0.25102, -1.72975, -2.47832], [-0.78461, 1.84406, 1.69322], [0.38581, 2.12358, 0.31923], [1.47963, -0.12713, 0.84937], [0.22002, -0.49723, 2.12973]]
}

<4>
{
  "formula": "C4H5NO2",
  "method": "wB97M-V/def2-TZVPD",
  "gap_ev": 8.353,
  "smiles": "O=CCNC1=CO1",
  "elements": ["O", "C", "N", "C", "C", "O", "C", "H", "H", "H", "H", "H"],
  "xyz": [[0.98714, 2.70532, 0.29411], [0.40150, 1.16868, 0.45652], [0.99675, 0.01231, 0.13388], [0.28052, -0.99149, -0.61613], [-0.92233, -1.56495, 0.11644], [-1.27047, -1.20203, 1.21129], [-0.30847, 2.22788, 0.34578], [1.64684, -0.33920, 0.82294], [0.96649, -1.81369, -0.85798], [-0.06146, -0.57478, -1.57313], [-1.47855, -2.35131, -0.43662], [-1.23796, 2.72327, 0.10293]]
}

<3> has the most favorable energy; the next structure is 67.2 kJ/mol above.

<1>
{
  "formula": "C4H5NO2",
  "method": "wB97M-V/def2-TZVPD",
  "gap_ev": 9.542,
  "smiles": "Cc1coc(O)n1",
  "elements": ["C", "C", "C", "O", "C", "O", "N", "H", "H", "H", "H", "H"],
  "xyz": [[0.99342, 1.66240, 0.20672], [0.32818, 0.35385, -0.09987], [0.10078, -0.26806, -1.27867], [-0.67134, -1.38651, -1.03281], [-0.85656, -1.35781, 0.28441], [-1.63137, -2.34109, 0.73912], [-0.29400, -0.38501, 0.91845], [0.35831, 2.22531, 0.89749], [1.97003, 1.55439, 0.69164], [1.12757, 2.26673, -0.69470], [0.34969, -0.11688, -2.31743], [-1.77471, -2.20732, 1.68564]]
}

<2>
{
  "formula": "C4H5NO2",
  "method": "wB97M-V/def2-TZVPD",
  "gap_ev": 9.568,
  "smiles": "O=CC(=O)N1CC1",
  "elements": ["C", "C", "C", "C", "H", "H", "H", "H", "H", "N", "O", "O"],
  "xyz": [[1.20124, 1.10525, 0.50198], [1.03793, -0.30768, -0.00075], [-1.06411, -0.34456, -1.11923], [-1.00965, -0.50929, 0.38022], [2.08115, 1.26514, 1.26113], [-1.37472, -1.09913, -1.94929], [-0.79470, 0.61298, -1.34042], [-0.94712, 0.36244, 1.02209], [-1.75558, -1.25424, 0.96889], [-0.02223, -1.19230, -0.41719], [0.43055, 2.09691, 0.54349], [2.21725, -0.73551, 0.14907]]
}

<3>
{
  "formula": "C4H5NO2",
  "method": "wB97M-V/def2-TZVPD",
  "gap_ev": 9.759,
  "smiles": "NC#C[C@H](O)C=O",
  "elements": ["N", "C", "C", "C", "O", "C", "O", "H", "H", "H", "H", "H"],
  "xyz": [[-0.57201, 2.07733, 1.78421], [-0.39313, 1.19104, 0.78892], [-0.21106, 0.40531, -0.11436], [0.26172, -0.54940, -1.11761], [-0.75988, -1.29309, -1.76034], [1.20236, -1.52079, -0.39863], [2.40212, -1.43003, -0.40645], [-0.85359, 1.70503, 2.67951], [-1.01677, 2.95104, 1.54284], [0.84613, -0.03030, -1.88569], [-1.57339, -1.17647, -1.25598], [0.66751, -2.32967, 0.14359]]
}

<4>
{
  "formula": "C4H5NO2",
  "method": "wB97M-V/def2-TZVPD",
  "gap_ev": 8.705,
  "elements": ["O", "C", "C", "C", "N", "C", "O", "H", "H", "H", "H", "H"],
  "xyz": [[-2.89474, 1.91106, 0.67075], [-2.13675, 1.44458, -0.04172], [-0.33485, 0.01439, 1.07697], [-0.35569, -1.13696, 0.15800], [0.28975, 0.06969, -0.41477], [1.68469, 0.11229, -0.62738], [2.44538, -0.73029, -0.23983], [-0.30075, 0.67907, -0.98480], [0.55456, -0.04958, 1.71867], [-1.28125, -1.36613, -0.37551], [0.33967, -1.97459, 0.22231], [1.99000, 1.02646, -1.16269]]
}

<1> has the most favorable energy; the next structure is 226.4 kJ/mol above.